1.
C5H9BO3S | wB97M-V/def2-TZVPD

```
! RIJCOSX wB97M-V def2-TZVPD def2/J DEFGRID3
* xyz 0 1
C -2.3060 -1.3060 0.9888
C -1.0309 -0.7999 1.0437
O -0.4849 -0.6909 2.2417
C 0.7424 0.0180 2.2101
O -0.2573 -0.4566 -0.1216
B -0.3848 0.6273 -0.9498
O -1.5380 1.2989 -0.8418
C 0.6414 0.9796 -2.0520
C 1.8461 0.3960 -2.1946
S 2.4586 -0.9266 -1.2680
H -2.7950 -1.5140 0.0614
H -2.7541 -1.5548 1.8866
H 0.4729 1.0926 1.9133
H 1.2179 -0.4590 1.3958
H 1.2485 -0.2072 3.2008
H -1.5664 2.0018 -1.4136
H 0.5261 1.8274 -2.6599
H 2.4595 0.7045 -3.0140
H 1.5040 -1.0311 -0.4269
*
```

Its electronic energy is -844.68432 Eh. As for the gap between HOMO and LUMO: 8.8797 eV. Its HOMO energy is -0.30846 Ha. For the LUMO energy, the calculation gives 0.49 eV. As for the SMILES: C=C(OC)OB(O)/C=C\S. Its relative energy (zero: lowest compared OMol25 entry of this formula, charge and spin) is 0.0 kcal per mole.

Here is what natural (NBO) gives for the atomic charges, in e: number 1, C, carries -0.543; number 2, C, carries 0.599; number 3, O, carries -0.498; number 4, C, carries -0.258; number 5, O, carries -0.748; number 6, B, carries 1.075; number 7, O, carries -0.850; number 8, C, carries -0.631; number 9, C, carries -0.259; number 10, S, carries 0.058; number 11, H, carries 0.210; number 12, H, carries 0.211; number 13, H, carries 0.183; number 14, H, carries 0.182; number 15, H, carries 0.210; number 16, H, carries 0.483; number 17, H, carries 0.216; number 18, H, carries 0.217; number 19, H, carries 0.142

2.
C49H50N2O3P2S3Sr | wB97M-V/def2-TZVPD

```
! RIJCOSX wB97M-V def2-TZVPD def2/J DEFGRID3
* xyz -2 1
Sr -0.7095 -0.2225 -0.0772
S 0.7849 -0.6985 2.2876
P 0.1629 -2.6191 1.5312
C -0.8090 -2.7962 0.0664
P 0.3136 -2.7361 -1.2986
S 1.7151 -1.2563 -1.4244
C -0.4775 -2.4466 -2.9559
C 0.1776 -3.0700 -4.0177
C -0.1352 -2.7620 -5.3338
C -1.1066 -1.8119 -5.6115
C -1.7764 -1.2010 -4.5613
C -1.4932 -1.5319 -3.2437
C 1.0911 -4.3658 -1.4786
C 0.2888 -5.4966 -1.3313
C 0.8315 -6.7607 -1.4923
C 2.1839 -6.9047 -1.7795
C 2.9886 -5.7837 -1.9086
C 2.4416 -4.5140 -1.7693
C 1.6818 -3.5965 1.5280
C 2.9388 -3.0086 1.4366
C 4.0801 -3.7996 1.4203
C 3.9723 -5.1789 1.5080
C 2.7208 -5.7736 1.6076
C 1.5822 -4.9861 1.6172
C -0.7694 -3.2956 2.9219
C -0.1587 -3.4480 4.1649
C -0.8880 -3.9190 5.2435
C -2.2361 -4.2248 5.0927
C -2.8491 -4.0647 3.8601
C -2.1157 -3.6035 2.7729
H 0.9709 -3.7773 -3.8201
H 0.4006 -3.2492 -6.1394
H -1.3432 -1.5451 -6.6338
H -2.5447 -0.4656 -4.7669
H -2.0502 -0.9854 -2.4819
H -0.7541 -5.3648 -1.0670
H 0.2034 -7.6364 -1.3782
H 2.6118 -7.8945 -1.8893
H 4.0466 -5.8935 -2.1134
H 3.0566 -3.6259 -1.8611
H 3.0055 -1.9303 1.3735
H 5.0537 -3.3324 1.3406
H 4.8646 -5.7940 1.4953
H 2.6318 -6.8515 1.6718
H 0.6033 -5.4488 1.6826
H 0.8854 -3.1826 4.2826
H -0.4074 -4.0365 6.2070
H -2.8067 -4.5852 5.9405
H -3.9000 -4.2992 3.7402
H -2.5657 -3.4884 1.7936
N 2.9505 1.9225 0.1619
C 4.0675 2.6431 0.5959
C 5.0323 2.0424 1.4062
C 6.1738 2.7348 1.7815
C 6.3818 4.0416 1.3622
C 5.4244 4.6434 0.5596
C 4.2809 3.9566 0.1766
S 7.8292 4.9513 1.9043
O 7.4448 5.5276 3.1898
O 8.0562 5.9471 0.8616
O 8.8814 3.9450 2.0082
H 2.6823 1.1487 0.7555
H 2.1526 2.4844 -0.0989
H 4.8811 1.0195 1.7370
H 6.9268 2.2607 2.3979
H 5.5930 5.6584 0.2233
H 3.5419 4.4366 -0.4579
C 1.4531 2.7761 -3.6718
C 0.5345 3.3897 -2.6484
C 0.5533 4.7596 -2.3982
C -0.2648 5.2890 -1.4053
C -0.2410 6.7682 -1.1111
C -1.0867 4.4606 -0.6521
C -1.1480 3.0634 -0.8656
C -0.3260 2.5901 -1.9183
N -1.7833 2.1320 -0.0835
C -3.1769 2.2355 0.3120
C -3.8088 3.6362 0.4473
C -5.2780 3.5510 0.8815
C -6.0900 2.7651 -0.1491
C -5.5116 1.3545 -0.2776
C -5.5786 0.6387 1.0747
C -4.7905 1.4356 2.1178
C -5.3767 2.8458 2.2363
C -3.3292 1.5500 1.6818
C -4.0453 1.4543 -0.7052
H 1.5367 3.4054 -4.5599
H 1.1024 1.7886 -3.9732
H 2.4558 2.6519 -3.2561
H 1.2183 5.4084 -2.9583
H 0.5846 7.2595 -1.6264
H -0.1271 6.9521 -0.0415
H -1.1706 7.2470 -1.4298
H -1.6254 4.9018 0.1736
H -0.3743 1.5316 -2.1522
H -3.7330 4.1715 -0.5025
H -3.2508 4.2117 1.1903
H -5.6833 4.5648 0.9679
H -6.0578 3.2694 -1.1203
H -7.1409 2.7175 0.1595
H -6.0823 0.7910 -1.0233
H -5.1451 -0.3630 0.9780
H -6.6187 0.5071 1.3936
H -4.8496 0.9356 3.0892
H -4.8233 3.4102 2.9932
H -6.4219 2.7986 2.5634
H -2.8637 0.5570 1.6339
H -2.7437 2.1081 2.4178
H -3.9534 1.9373 -1.6843
H -3.6321 0.4402 -0.8143
*
```

Its electronic energy is -4140.63990 Eh. As for the gap between HOMO and LUMO: 6.1635 eV. Its HOMO energy is -0.09960 Ha. For the LUMO energy, the calculation gives 3.45 eV. Its relative energy (zero: lowest compared OMol25 entry of this formula, charge and spin) is 38.0 kcal per mole.

These are the Mulliken partial charges, in e, on atoms 1 to 99: number 1, Sr, carries 0.856; number 2, S, carries -0.533; number 3, P, carries 2.465; number 4, C, carries -1.553; number 5, P, carries 1.167; number 6, S, carries -0.487; number 7, C, carries 0.465; number 8, C, carries -0.582; number 9, C, carries -0.716; number 10, C, carries -0.561; number 11, C, carries -0.833; number 12, C, carries -0.082; number 13, C, carries -0.272; number 14, C, carries -0.486; number 15, C, carries -0.623; number 16, C, carries -0.455; number 17, C, carries -0.803; number 18, C, carries 0.081; number 19, C, carries 0.201; number 20, C, carries -0.665; number 21, C, carries -0.749; number 22, C, carries -0.469; number 23, C, carries -0.734; number 24, C, carries -0.424; number 25, C, carries -0.123; number 26, C, carries -0.343; number 27, C, carries -0.743; number 28, C, carries -0.361; number 29, C, carries -0.735; number 30, C, carries -0.334; number 31, H, carries 0.311; number 32, H, carries 0.408; number 33, H, carries 0.371; number 34, H, carries 0.421; number 35, H, carries 0.734; number 36, H, carries 0.450; number 37, H, carries 0.378; number 38, H, carries 0.356; number 39, H, carries 0.431; number 40, H, carries 0.381; number 41, H, carries 0.428; number 42, H, carries 0.430; number 43, H, carries 0.378; number 44, H, carries 0.422; number 45, H, carries 0.434; number 46, H, carries 0.388; number 47, H, carries 0.379; number 48, H, carries 0.364; number 49, H, carries 0.392; number 50, H, carries 0.293; number 51, N, carries -0.134; number 52, C, carries 0.492; number 53, C, carries -0.466; number 54, C, carries -0.679; number 55, C, carries -0.098; number 56, C, carries -0.705; number 57, C, carries -0.180; number 58, S, carries 1.268; number 59, O, carries -0.696; number 60, O, carries -0.723; number 61, O, carries -0.720; number 62, H, carries 0.089; number 63, H, carries -0.024; number 64, H, carries 0.357; number 65, H, carries 0.376; number 66, H, carries 0.390; number 67, H, carries 0.461; number 68, C, carries -1.597; number 69, C, carries 0.095; number 70, C, carries -0.618; number 71, C, carries 0.901; number 72, C, carries -1.662; number 73, C, carries -0.459; number 74, C, carries -0.228; number 75, C, carries -0.131; number 76, N, carries 0.287; number 77, C, carries 1.039; number 78, C, carries -2.052; number 79, C, carries 0.458; number 80, C, carries -1.528; number 81, C, carries 0.579; number 82, C, carries -1.442; number 83, C, carries 0.560; number 84, C, carries -1.548; number 85, C, carries -0.919; number 86, C, carries -0.912; number 87, H, carries 0.403; number 88, H, carries 0.253; number 89, H, carries 0.280; number 90, H, carries 0.291; number 91, H, carries 0.378; number 92, H, carries 0.372; number 93, H, carries 0.307; number 94, H, carries 0.374; number 95, H, carries 0.103; number 96, H, carries 0.551; number 97, H, carries 0.459; number 98, H, carries 0.227; number 99, H, carries 0.540

3.
C31H57CrN2O2P2S | wB97M-V/def2-TZVPD

```
! RIJCOSX wB97M-V def2-TZVPD def2/J DEFGRID3
* xyz 1 5
C 2.4836 -1.2228 -1.1705
C 1.8060 0.8382 -2.1756
C 3.4188 -1.4551 -2.1818
C 2.5410 0.4615 -3.3299
C 3.4042 -0.6073 -3.2821
H 4.0854 -2.3252 -2.0913
H 2.4469 1.1049 -4.2180
H 4.0460 -0.8675 -4.1323
N 1.7037 -0.1234 -1.1565
P 0.6632 -2.3637 0.7658
P 0.5130 2.4781 -0.3499
C 2.2945 -2.2656 -0.0476
H 2.5092 -3.2728 -0.4557
H 3.0705 -2.0630 0.7159
C 1.2767 2.1498 -1.9619
H 1.0446 2.7645 -2.8283
C -1.2817 3.2596 -0.1362
C 1.9835 3.6741 0.1112
C -0.3059 -3.6285 -0.3209
C 1.0583 -3.2130 2.4480
C -2.3009 2.2891 0.5083
H -1.9563 1.8368 1.4518
H -3.2176 2.8738 0.7055
H -2.5781 1.4641 -0.1611
C -1.2479 4.5192 0.7340
H -0.9395 4.2914 1.7630
H -0.6033 5.3057 0.3256
H -2.2726 4.9233 0.7820
C -1.7695 3.5709 -1.5483
H -2.7479 4.0798 -1.4937
H -1.0562 4.1746 -2.1344
H -1.9434 2.6154 -2.0559
C 1.9245 4.1843 1.5524
H 1.9270 3.3393 2.2496
H 2.8185 4.7963 1.7743
H 1.0468 4.8063 1.7544
C 3.3360 2.9450 -0.0342
H 3.3783 2.0281 0.5661
H 3.5502 2.6814 -1.0747
H 4.1536 3.6146 0.2963
C 1.8951 4.8224 -0.9156
H 1.6850 4.4354 -1.9214
H 1.0933 5.5281 -0.6580
H 2.8502 5.3741 -1.0094
C -0.2735 -3.5617 3.1296
H -0.0776 -3.9126 4.1555
H -0.9287 -2.6828 3.2034
H -0.8180 -4.3680 2.6254
C 1.8034 -2.2173 3.3450
H 2.7386 -1.8687 2.8964
H 1.1850 -1.3521 3.6062
H 2.0730 -2.7321 4.2823
C 1.9560 -4.4548 2.3324
H 2.8924 -4.2259 1.8092
H 2.2088 -4.7729 3.3557
H 1.4797 -5.3092 1.8448
C -0.0288 -3.2690 -1.7834
H 0.9934 -3.5368 -2.0856
H -0.7335 -3.8114 -2.4323
H -0.1862 -2.2018 -1.9706
C -1.7960 -3.4475 -0.0038
H -2.1430 -2.4384 -0.2372
H -2.3591 -4.1277 -0.6651
H -2.0261 -3.6606 1.0520
C 0.0594 -5.1040 -0.1125
H 1.1356 -5.2821 -0.2576
H -0.2732 -5.4974 0.8597
H -0.4816 -5.6864 -0.8787
Cr 0.2640 0.1300 0.2494
C 1.4980 0.5548 1.6295
O 2.2270 0.7919 2.5233
N -1.4154 -0.3035 -1.0947
C -2.2677 -0.6180 -1.8940
C -2.5719 -0.2382 -3.4154
C -1.6720 0.8800 -3.9297
C -2.1387 -1.4350 -4.2332
C -4.0174 0.2180 -3.5368
H -1.8676 1.8444 -3.4859
H -0.6167 0.6380 -3.8015
H -1.8066 1.0518 -5.0155
H -2.4794 -2.3936 -3.8357
H -2.4428 -1.3227 -5.2839
H -1.0386 -1.4430 -4.2095
H -4.2351 0.5905 -4.5666
H -4.7399 -0.5473 -3.2439
H -4.1717 1.0875 -2.8691
C -2.1993 1.9268 4.3416
S -0.9460 0.6453 4.1929
C -1.6866 -0.5657 5.2968
O -1.1108 0.0622 2.7972
H -2.4146 2.0834 5.4094
H -3.0922 1.6021 3.7944
H -1.7884 2.8519 3.9145
H -2.5269 -1.0369 4.7743
H -0.9160 -1.3059 5.5515
H -2.0137 -0.0496 6.2110
*
```

Its electronic energy is -3600.47722 Eh. As for the gap between HOMO and LUMO (spin up / spin down): 5.9048 / 5.4849 eV. Its HOMO energy (spin up / spin down) is -0.32711 / -0.32622 Ha. For the LUMO energy (spin up / spin down), the calculation gives -3.00 / -3.39 eV. Its relative energy (zero: lowest compared OMol25 entry of this formula, charge and spin) is 33.9 kcal per mole.

Here is what Mulliken gives for the atomic charges, in e: number 1, C, carries -0.174; number 2, C, carries 0.200; number 3, C, carries -0.829; number 4, C, carries -1.037; number 5, C, carries -0.840; number 6, H, carries 0.509; number 7, H, carries 0.506; number 8, H, carries 0.424; number 9, N, carries 1.521; number 10, P, carries 0.920; number 11, P, carries 1.049; number 12, C, carries -1.905; number 13, H, carries 0.750; number 14, H, carries 0.727; number 15, C, carries -1.530; number 16, H, carries 0.683; number 17, C, carries 2.801; number 18, C, carries 1.751; number 19, C, carries 2.238; number 20, C, carries 2.307; number 21, C, carries -1.377; number 22, H, carries -0.146; number 23, H, carries 0.652; number 24, H, carries -0.127; number 25, C, carries -1.863; number 26, H, carries 0.166; number 27, H, carries 0.274; number 28, H, carries 0.596; number 29, C, carries -1.794; number 30, H, carries 0.498; number 31, H, carries 0.306; number 32, H, carries -0.202; number 33, C, carries -1.571; number 34, H, carries 0.159; number 35, H, carries 0.514; number 36, H, carries 0.301; number 37, C, carries -1.621; number 38, H, carries 0.161; number 39, H, carries 0.344; number 40, H, carries 0.592; number 41, C, carries -1.263; number 42, H, carries 0.247; number 43, H, carries 0.256; number 44, H, carries 0.424; number 45, C, carries -1.924; number 46, H, carries 0.498; number 47, H, carries 0.269; number 48, H, carries 0.277; number 49, C, carries -1.701; number 50, H, carries 0.350; number 51, H, carries 0.010; number 52, H, carries 0.625; number 53, C, carries -1.722; number 54, H, carries 0.284; number 55, H, carries 0.551; number 56, H, carries 0.316; number 57, C, carries -1.559; number 58, H, carries 0.248; number 59, H, carries 0.617; number 60, H, carries -0.107; number 61, C, carries -1.514; number 62, H, carries 0.107; number 63, H, carries 0.533; number 64, H, carries 0.256; number 65, C, carries -1.993; number 66, H, carries 0.353; number 67, H, carries 0.365; number 68, H, carries 0.513; number 69, Cr, carries -0.691; number 70, C, carries 0.380; number 71, O, carries -0.375; number 72, N, carries 0.040; number 73, C, carries -0.446; number 74, C, carries 2.327; number 75, C, carries -1.563; number 76, C, carries -1.705; number 77, C, carries -1.709; number 78, H, carries 0.578; number 79, H, carries 0.211; number 80, H, carries 0.527; number 81, H, carries 0.320; number 82, H, carries 0.483; number 83, H, carries 0.356; number 84, H, carries 0.385; number 85, H, carries 0.426; number 86, H, carries 0.333; number 87, C, carries -0.970; number 88, S, carries 0.516; number 89, C, carries -1.117; number 90, O, carries -0.584; number 91, H, carries 0.487; number 92, H, carries 0.305; number 93, H, carries 0.183; number 94, H, carries 0.287; number 95, H, carries 0.276; number 96, H, carries 0.491